Record 1
Below is a cluster of 2 separate species, C2H2FN in total at a distorted geometry, with properties calculated with ωB97M-V with the def2-TZVPD basis set.

Summary:
Gap between HOMO and LUMO (alpha / beta)   0.316 / 0.339 hartree
HOMO energy (alpha / beta)   -10.368 / -10.101 eV
Energy relative to the best compared isomer or geometry (same formula, charge and spin)   5.3626 eV

Structure (XYZ):
```
6
Properties=species:S:1:pos:R:3:forces:R:3:mulliken_charge:R:1
F -1.694 -0.666 0.251 0.2 0.1 -0.1 -0.2259
N -0.172 1.221 -0.094 0.7 -0.7 0.4 -0.2805
C -0.584 -0.213 -0.375 -0.4 -0.6 -0.2 0.3214
C 0.512 0.296 0.387 1.5 0.6 0.4 -0.2850
H 2.446 -0.018 1.209 -1.8 0.4 -0.7 0.1829
H -0.507 -0.620 -1.378 -0.1 0.2 0.1 0.2872
```
Positions in Å, forces in eV/Å.

Record 2
Below is a structure of composition C12H12BN8O4RbS at a distorted geometry, with properties calculated with ωB97M-V with the def2-TZVPD basis set.

Summary:
Spin multiplicity   2
Gap between HOMO and LUMO (alpha / beta)   0.304 / 0.233 hartree
HOMO energy (alpha / beta)   -6.076 / -6.076 eV
Total charge   -1
<S²>   0.7634

Structure (XYZ):
```
39
Properties=species:S:1:pos:R:3:forces:R:3:mulliken_charge:R:1
Rb 1.674 -1.919 1.999 -0.1 0.4 -0.5 0.8761
S 4.918 -2.774 2.277 -3.1 0.3 -0.3 1.1507
O 6.263 -3.179 2.637 -1.2 0.2 -1.0 -0.5950
O 4.549 -1.371 2.788 0.4 -1.0 0.4 -0.4470
O 3.807 -3.568 3.025 1.9 1.1 -0.6 -0.5352
O 4.420 -2.692 0.860 1.9 -0.7 1.6 -0.5606
N -1.950 1.596 -2.282 -0.1 0.1 0.7 -1.0858
N -0.687 -2.079 -0.160 0.2 -0.5 -1.6 -0.6278
N -1.029 -0.956 -0.881 -0.9 -1.4 -0.6 0.7181
N 0.195 0.922 2.141 -1.4 -0.2 0.5 -0.9624
N 1.801 0.271 -0.246 0.7 -0.2 -0.9 -0.4655
N -0.807 0.470 1.261 0.5 0.6 1.3 1.0490
N -1.777 1.432 -0.924 -1.2 1.8 -0.3 0.5391
N 0.725 0.925 -0.740 0.2 0.3 -0.3 0.5263
C -1.683 0.307 3.346 2.4 0.5 -0.3 -0.8586
C 2.466 1.549 -2.010 -0.7 0.0 1.1 -1.0440
C 2.864 0.630 -1.004 -1.3 -0.5 0.4 -0.2175
C -1.565 -1.325 -2.115 2.0 -1.1 0.4 -0.2207
C -2.560 2.355 -0.262 1.2 -0.5 -0.8 -0.0226
C -3.166 3.184 -1.183 0.0 -2.4 -0.4 -1.0819
C -0.852 -3.145 -0.993 -1.3 1.2 -0.2 -0.4280
C -1.896 0.116 1.986 -0.3 -0.1 0.5 -0.4168
C -2.822 2.580 -2.431 0.9 0.5 0.4 -0.1738
C -1.390 -2.732 -2.267 -0.2 2.0 2.1 -0.6764
C -0.305 0.834 3.402 -1.6 -0.7 -2.7 -0.3217
C 1.089 1.731 -1.777 0.3 -0.2 -0.4 -0.0904
B -0.729 0.505 -0.331 1.1 -1.0 0.6 0.2820
H -1.790 -0.581 -2.889 -0.1 -0.4 0.8 0.3312
H 3.817 0.103 -0.836 -0.5 0.6 0.0 0.4008
H -1.761 -3.299 -3.099 0.2 -0.3 0.0 0.3779
H -2.572 2.338 0.808 -0.1 0.2 0.3 0.4385
H -3.029 2.933 -3.435 -0.2 -0.2 0.2 0.4043
H -2.260 -0.012 4.203 -0.2 0.2 -0.3 0.3694
H 0.309 2.300 -2.317 0.8 -0.4 0.4 0.3619
H -2.814 -0.218 1.504 0.4 -0.1 0.0 0.5264
H -4.069 3.677 -0.987 -0.7 1.3 0.2 0.3467
H 0.289 1.207 4.231 -0.1 -0.3 -0.2 0.4383
H -0.807 -4.183 -0.621 0.4 0.9 -0.1 0.3476
H 3.136 2.069 -2.677 -0.3 0.0 -0.2 0.3477
```
Positions in Å, forces in eV/Å.

Record 3
Below is a cluster of 2 separate species, C5H14N2 in total at a distorted geometry, with properties calculated with ωB97M-V with the def2-TZVPD basis set.

Summary:
Gap between HOMO and LUMO   0.359 hartree
HOMO energy   -8.800 eV
Energy relative to the best compared isomer or geometry (same formula, charge and spin)   1.0356 eV

Structure (XYZ):
```
21
Properties=species:S:1:pos:R:3:forces:R:3:mulliken_charge:R:1
N 1.747 0.255 -0.271 0.0 0.0 -0.8 -0.1423
N 1.030 -1.695 -1.370 1.2 0.7 0.7 -0.7043
C 2.625 0.872 0.739 -1.1 -0.9 0.1 -0.8051
C -1.305 1.058 0.966 0.6 0.6 0.0 -1.0011
C 1.556 -1.094 -0.353 -0.6 -0.4 0.2 0.0160
C -2.016 -0.102 0.309 0.5 -0.4 -0.8 0.0267
C -3.301 0.348 -0.366 -1.1 0.9 1.2 -1.1425
H 3.216 0.048 1.199 0.0 0.8 -0.3 0.2887
H 1.778 -1.587 0.619 0.3 0.0 -0.6 0.2946
H -3.155 1.163 -1.132 0.0 -1.0 0.6 0.3048
H 3.237 1.632 0.247 0.1 -0.2 0.4 0.3158
H -2.237 -0.873 1.085 0.1 0.3 -0.7 0.2530
H -3.828 -0.534 -0.765 0.0 0.6 -0.2 0.3260
H -0.423 0.732 1.522 0.0 0.0 -0.1 0.1282
H -3.942 0.805 0.468 0.5 -0.6 -1.3 0.2610
H 1.990 1.317 1.536 0.6 0.0 -0.4 0.2462
H -0.959 1.783 0.208 -0.1 -0.2 0.2 0.2763
H 1.617 0.717 -1.171 0.1 0.0 0.5 0.2622
H -1.360 -0.528 -0.508 -0.5 0.1 1.2 0.1238
H 1.190 -2.694 -1.266 -0.6 0.0 0.2 0.2420
H -1.921 1.618 1.677 -0.2 -0.2 -0.1 0.4298
```
Positions in Å, forces in eV/Å.

Record 4
Below is a structure of composition C37H39As2Cl2MoNO12S2Si at a distorted geometry, with properties calculated with ωB97M-V with the def2-TZVPD basis set.

Summary:
Spin multiplicity   3
Gap between HOMO and LUMO (alpha / beta)   0.233 / 0.240 hartree
HOMO energy (alpha / beta)   -7.756 / -8.024 eV
Energy relative to the best compared isomer or geometry (same formula, charge and spin)   2.0855 eV
<S²>   2.0285

Structure (XYZ):
```
97
Properties=species:S:1:pos:R:3:forces:R:3:mulliken_charge:R:1
Mo -0.503 -0.829 1.848 0.6 0.8 0.4 -0.0254
As -1.664 0.486 -0.993 -0.2 -0.3 -0.8 1.6151
As -0.049 1.866 -4.229 -0.4 -0.2 0.1 0.0148
Cl 5.402 2.467 1.188 -0.5 0.2 0.0 -0.2529
Cl 1.228 2.827 4.729 0.4 0.5 0.2 -0.2370
S -0.383 -2.761 0.991 -0.2 -0.8 -0.4 -0.4100
S 0.501 -4.897 -0.130 0.7 0.1 -0.8 1.1897
Si 0.981 -1.627 3.797 0.9 -0.3 -0.4 0.9428
O -3.453 3.005 -5.402 1.1 0.4 0.6 -0.3899
O 0.604 -1.961 -3.033 0.4 0.0 -2.0 0.1950
O -4.471 1.503 -1.278 0.2 0.6 -0.4 -0.5259
O 1.530 -0.732 -4.714 0.1 -0.3 0.0 -0.5679
O -1.879 4.362 -4.551 -1.1 -1.3 0.1 -0.5838
O 0.425 -5.780 0.990 0.5 0.6 0.0 -0.5080
O 0.087 0.809 2.808 -0.7 0.6 1.2 -0.7031
O 1.411 2.644 -1.924 0.7 0.6 0.2 -0.6036
O -4.267 3.528 -2.239 0.5 -0.4 0.3 -0.3565
O -0.115 2.529 -0.281 0.0 0.5 0.6 -0.0298
O 1.727 -4.225 -0.518 -1.2 -1.0 0.7 -0.4021
O -0.521 -5.052 -1.121 0.2 0.4 0.2 -0.4906
N 0.954 -0.035 0.751 -1.6 -1.9 -0.4 2.1148
C 0.290 0.533 -1.567 -0.1 1.0 0.9 3.0171
C -3.190 -2.821 2.895 -1.8 0.2 -3.0 -0.5804
C 3.772 -0.606 3.768 -0.3 0.2 -0.2 -0.0277
C 0.622 -3.392 4.328 -1.2 0.8 -0.1 -1.1060
C 0.176 3.883 0.223 1.6 -1.2 0.0 -0.7883
C -2.581 -1.996 3.792 0.7 -1.3 1.3 -0.3770
C -3.760 -2.262 1.658 0.8 -0.6 3.2 -0.7791
C -2.482 3.307 -4.481 0.5 0.1 0.2 0.0043
C 0.704 -0.834 5.457 1.8 0.9 -0.3 -1.2438
C 3.493 0.575 -0.397 0.5 -0.1 0.4 -1.6022
C 3.711 2.143 1.568 0.9 1.2 1.7 1.2898
C 0.989 -3.137 -3.892 0.2 0.9 2.3 -0.9541
C 4.416 -1.989 1.438 -1.0 -0.4 -0.6 -0.5694
C -2.340 -0.640 3.525 -1.0 1.2 -0.5 -1.0692
C 1.181 -0.422 -0.626 1.2 2.2 -1.0 -1.9571
C 5.373 -1.142 1.985 -1.6 -0.6 1.7 -0.7482
C -3.663 -0.914 1.498 0.2 0.6 -0.6 0.1470
C -2.364 1.825 -2.270 -0.8 2.3 -1.7 0.2834
C -1.911 2.227 -3.495 0.3 0.0 0.4 0.4024
C 3.128 -2.084 2.039 1.1 -1.7 -1.3 -0.6009
C 2.780 -1.378 3.168 -0.9 -0.4 0.1 0.5523
C 1.738 0.861 1.336 2.5 1.8 0.2 -0.1247
C 3.032 1.224 0.843 -1.1 -0.5 -0.8 0.8204
C 3.206 2.750 2.768 1.0 0.1 0.3 -0.4557
C -2.310 -0.900 -2.211 0.9 -0.1 -0.7 -1.1533
C 0.434 0.421 -3.011 -0.2 -0.8 -0.4 0.5165
C 2.640 -0.205 -1.049 -0.4 -0.3 0.4 -1.1750
C 5.041 -0.524 3.221 1.1 0.9 -0.4 -0.4692
C -0.602 0.745 -5.743 -0.6 -0.1 0.4 -1.2553
C 1.996 2.334 3.265 -1.3 -0.9 -0.8 0.2740
C 0.647 2.014 -1.260 -0.7 -0.2 0.2 -1.5238
C 1.242 1.385 2.527 0.7 -0.4 -0.8 -0.9527
C 0.926 -0.777 -3.665 -0.3 -0.6 0.3 -0.5262
C -3.581 4.621 -1.570 -0.6 0.2 0.5 -0.4534
C -4.258 1.839 -5.260 1.2 -1.4 0.1 -0.3535
C -3.773 2.290 -1.883 -0.1 -0.9 0.7 -0.5244
C -2.957 -0.058 2.390 0.7 -0.8 0.1 -0.4722
H -1.763 -1.835 -2.023 -0.2 0.3 -0.4 0.1390
H -2.846 1.024 2.228 -0.2 -0.6 -0.1 0.4494
H -1.371 1.237 -6.317 -0.3 0.4 -0.2 0.4787
H -4.338 -2.854 0.968 0.2 -0.2 -0.1 0.4704
H -0.452 -3.300 4.542 0.1 0.0 0.5 0.1647
H -2.264 -0.499 -3.259 0.4 -0.8 0.9 0.1860
H -3.643 0.952 -4.898 -0.7 1.1 -0.4 0.1108
H 1.195 -1.607 6.063 -0.1 0.4 0.3 0.4526
H -4.056 -0.563 0.565 -0.3 0.8 -0.2 0.5709
H 5.810 0.132 3.701 -0.8 -0.7 -0.4 0.3316
H -3.761 5.569 -2.110 0.1 -0.8 0.0 0.2893
H -3.269 -3.907 2.977 0.1 0.4 0.6 0.4169
H -0.334 -0.863 5.650 -1.2 0.2 0.6 0.3779
H -2.252 -2.493 4.730 0.0 0.8 -0.7 0.7758
H 0.548 -3.967 -3.366 0.2 -0.3 0.2 0.1837
H 2.974 -0.769 -1.897 0.0 -0.2 -0.4 0.6607
H -5.021 2.076 -4.558 -0.8 -0.1 0.6 0.2569
H 0.493 4.514 -0.637 -0.9 -0.1 0.7 0.3426
H 1.153 0.176 5.656 -0.6 -1.0 -0.2 0.2541
H 3.832 3.449 3.380 -0.6 -0.7 -0.9 0.3905
H 0.254 0.613 -6.358 0.6 -0.2 -0.5 0.4285
H 1.113 -3.735 5.236 0.2 -0.1 -0.2 0.4748
H 0.633 -3.127 -4.882 -0.8 0.7 -1.1 0.3622
H -2.534 4.359 -1.585 0.5 0.4 0.2 0.1380
H 4.548 -2.595 0.494 0.2 0.8 1.2 0.3532
H 2.492 -2.899 1.608 0.2 1.1 0.3 0.3020
H 4.556 0.650 -0.709 -1.0 0.1 0.3 0.3804
H -4.689 1.564 -6.235 0.3 0.4 0.3 0.3126
H 3.465 -0.031 4.627 0.4 0.2 0.4 0.3792
H 2.067 -3.125 -3.933 0.3 -0.4 0.1 0.3303
H 1.100 3.752 0.854 -0.9 0.3 -0.4 0.1432
H -3.971 4.753 -0.514 0.4 -0.4 -1.1 0.2590
H 0.531 -4.087 3.534 0.8 -1.1 -0.8 0.3993
H -3.340 -1.043 -2.001 -1.1 -0.2 0.3 0.5393
H -1.797 0.041 4.179 -0.2 -0.4 0.2 0.5819
H -0.974 -0.224 -5.421 0.0 0.0 0.0 0.3215
H 0.926 -1.440 -0.778 -0.4 -0.8 -0.2 0.7629
H -0.683 4.150 0.873 0.6 0.1 -0.9 0.2329
H 6.362 -1.070 1.619 0.8 0.2 -0.5 0.5466
```
Positions in Å, forces in eV/Å.